38
Properties=species:S:1:pos:R:3:forces:R:3:nbo_charge:R:1 method="wB97M-V/def2-TZVPD" charge=-1 multiplicity=1 energy_ha=-1478.4620 homo_ev=-5.902 orbital_gap_ev=9.11 e_lumo_ev=3.21 relative_energy_kj_mol=0.00
Cl -3.274 3.015 43.933 0.049 0.316 0.069 -0.88
C -7.334 3.866 40.415 2.376 3.643 -4.119 -0.60
C -6.293 4.095 41.480 4.239 -0.171 -5.015 -0.06
O -5.399 2.927 41.446 -3.890 0.693 -1.798 -0.74
H -7.991 3.242 40.766 -3.898 -3.817 1.739 0.19
H -7.019 3.487 39.340 0.208 0.479 2.495 0.21
H -7.908 4.784 40.098 0.592 -0.489 0.830 0.19
H -6.607 4.353 42.387 -2.031 0.097 4.020 0.17
H -5.710 5.046 41.246 -0.181 -1.078 -0.263 0.14
H -4.655 3.085 41.953 2.542 0.576 2.172 0.49
C -0.833 7.093 41.650 -3.082 2.646 3.323 -0.61
C -1.705 6.331 42.691 -4.303 0.429 -3.427 -0.04
O -1.170 5.175 43.179 -0.413 -1.136 1.594 -0.78
H -0.058 7.656 42.129 0.536 0.401 0.280 0.19
H -1.429 7.759 40.993 0.107 -0.243 0.670 0.19
H -0.447 6.410 41.078 2.499 -3.843 -3.371 0.20
H -2.741 6.034 42.138 2.030 0.152 0.044 0.11
H -2.301 7.031 43.276 1.096 0.324 1.657 0.14
H -1.926 4.546 43.534 1.473 1.091 -0.808 0.52
C -1.893 2.955 40.059 -0.915 -1.553 5.910 -0.66
C -1.104 1.881 40.961 0.406 1.437 -1.471 -0.06
O -1.872 1.077 41.768 -0.460 -1.762 -0.896 -0.74
H -2.503 3.445 40.886 -0.108 -0.674 -0.935 0.21
H -2.536 2.633 39.331 -1.401 -1.118 -1.870 0.20
H -1.387 3.797 39.835 2.581 2.367 -1.467 0.20
H -0.510 2.516 41.688 0.431 -0.719 -1.434 0.17
H -0.634 1.134 40.272 0.665 1.008 0.712 0.16
H -2.362 1.637 42.335 -1.156 1.013 1.539 0.49
C -2.078 5.470 46.888 -3.748 -4.700 0.316 -0.84
S -0.687 4.429 46.759 2.939 -0.619 1.338 1.21
O 0.292 4.846 47.925 -2.064 -0.590 -2.045 -1.00
C -1.461 2.870 47.362 -3.647 2.832 0.401 -0.79
H -2.030 6.425 46.648 1.275 4.361 -1.667 0.23
H -2.219 5.461 47.952 -0.793 -0.100 0.723 0.22
H -3.031 5.050 46.274 2.307 0.530 1.532 0.27
H -2.325 2.591 46.673 1.306 0.199 0.697 0.27
H -1.864 3.079 48.410 0.449 -0.102 -1.318 0.21
H -0.726 2.169 47.458 1.985 -1.882 -0.158 0.22


50
Properties=species:S:1:pos:R:3:forces:R:3:nbo_charge:R:1 method="wB97M-V/def2-TZVPD" charge=0 multiplicity=9 energy_ha=-4336.0382 homo_ev="-8.589 / -8.607" orbital_gap_ev="6.65 / 6.74" e_lumo_ev="-1.93 / -1.87" s2=20.018
Hg 0.405 -1.989 -2.261 0.898 -0.005 -0.726 1.64
Cr -1.120 0.859 0.210 0.344 0.583 0.189 1.43
Cr 1.732 1.534 -1.197 -0.713 -1.701 0.774 1.57
C 1.601 3.594 2.124 -0.033 -0.419 0.482 -0.63
C 0.367 3.604 1.234 0.491 0.411 0.363 -0.04
O 0.332 2.582 0.281 0.203 -1.996 -1.498 -1.01
H 1.563 2.781 2.848 -0.103 -0.007 0.175 0.20
H 1.670 4.543 2.657 -0.004 -0.039 0.146 0.22
H 2.555 3.445 1.618 -0.109 0.169 -0.522 0.20
H 0.316 4.618 0.837 -0.035 0.019 -0.849 0.16
H -0.533 3.555 1.846 -0.113 -0.220 0.320 0.15
S 3.328 -0.611 -3.214 4.943 0.013 -6.921 2.62
O 4.753 -0.697 -2.862 -1.878 -1.211 0.240 -0.97
O 2.472 -1.740 -2.839 -1.715 -3.298 1.194 -1.12
O 2.797 0.493 -2.489 -3.325 6.412 4.699 -1.16
O 3.131 -0.296 -4.656 -0.004 -0.903 1.936 -1.02
S -2.233 -2.225 -0.211 -4.320 -0.284 -0.124 2.63
O -1.450 -2.653 0.925 1.105 -1.091 1.799 -1.08
O -2.202 -0.747 -0.173 -0.286 2.704 -0.152 -1.10
O -1.461 -2.613 -1.419 0.093 -0.770 -2.001 -1.12
O -3.664 -2.644 -0.251 3.625 0.370 -0.089 -0.93
O 0.445 -0.111 -0.895 0.462 0.742 0.071 -1.27
H 0.218 -0.787 -0.227 0.976 0.495 0.122 0.49
C 3.146 -4.358 -0.442 -0.061 0.662 0.121 -0.64
C 2.153 -3.431 0.305 1.984 -0.025 0.074 -0.07
O 0.990 -3.331 -0.449 -0.952 -0.635 -0.195 -0.82
H 3.470 -3.965 -1.405 0.028 0.528 0.156 0.24
H 2.705 -5.314 -0.724 -0.300 -0.072 0.574 0.22
H 4.028 -4.525 0.175 0.002 -0.069 -0.056 0.21
H 2.470 -2.402 0.476 0.956 0.115 -0.464 0.16
H 2.053 -3.747 1.344 -0.837 -0.715 -0.103 0.18
H 0.203 -3.295 0.100 -0.722 -0.133 0.491 0.53
C -3.591 3.262 -2.488 0.382 -0.079 -0.048 -0.65
C -2.752 1.975 -2.589 -1.604 -0.353 -0.379 -0.08
O -1.665 1.934 -1.659 0.072 -0.049 -0.017 -0.74
H -4.658 3.068 -2.377 0.086 -0.219 -0.071 0.23
H -3.464 3.883 -3.375 0.076 0.155 0.171 0.22
H -3.283 3.807 -1.595 0.061 0.151 -0.097 0.22
H -2.372 1.791 -3.594 0.156 0.257 0.003 0.18
H -3.418 1.132 -2.408 0.303 -0.177 0.391 0.20
H -0.891 2.155 -2.181 0.201 0.159 0.352 0.49
C -1.842 -0.435 3.967 0.063 0.874 -0.094 -0.65
C -0.497 0.056 3.346 -0.505 -2.874 1.838 -0.07
O -0.395 -0.416 2.011 0.250 2.909 -1.591 -0.79
H -2.686 0.054 3.480 -0.034 0.180 -0.062 0.21
H -1.911 -0.202 5.029 0.184 0.193 0.015 0.22
H -2.061 -1.500 3.893 0.603 -0.113 -0.307 0.23
H 0.307 -0.503 3.824 0.101 0.242 0.647 0.18
H -0.282 1.103 3.564 -0.296 0.157 -1.023 0.19
H -0.779 -1.287 1.884 -0.695 -1.044 0.046 0.54


41
Properties=species:S:1:pos:R:3:forces:R:3:nbo_charge:R:1 method="wB97M-V/def2-TZVPD" charge=+1 multiplicity=1 energy_ha=-2219.9538 homo_ev=-11.846 orbital_gap_ev=9.86 e_lumo_ev=-1.98 relative_energy_kj_mol=422.35
Li 36.009 36.146 53.113 12.087 2.634 -6.502 0.86
C 33.850 34.879 49.241 -0.412 4.993 -4.718 -0.83
S 35.294 35.324 50.052 0.685 1.813 -0.699 1.29
O 34.829 35.704 51.422 0.498 -0.350 -0.709 -1.01
C 36.093 33.777 50.125 5.466 3.619 -1.957 -0.87
H 33.105 35.866 49.148 2.040 -2.927 0.191 0.26
H 33.508 34.147 49.782 -2.829 -3.874 3.067 0.21
H 34.141 34.426 48.254 -0.476 0.831 0.597 0.24
H 35.731 33.060 50.648 -3.161 -4.195 4.147 0.21
H 37.064 34.148 50.665 -1.447 -1.145 -0.927 0.26
H 36.380 33.207 49.234 -0.001 1.124 -0.582 0.26
C 35.581 34.557 55.934 2.828 -9.179 -10.254 -0.71
S 34.363 34.795 54.562 0.445 1.104 -1.607 1.23
O 34.851 35.954 53.647 -12.492 -3.688 9.306 -1.02
C 34.833 33.367 53.578 -2.968 4.204 -4.670 -0.79
H 36.621 34.698 55.495 -1.212 -0.219 0.154 0.22
H 35.530 33.469 56.183 -0.271 1.131 0.473 0.24
H 35.501 35.204 56.541 -1.817 8.261 8.755 0.19
H 34.572 32.544 53.967 -2.109 -6.123 3.677 0.21
H 35.784 33.319 53.352 5.378 0.358 -0.291 0.23
H 34.465 33.193 52.455 -0.346 1.515 2.521 0.25
C 35.216 40.231 53.154 0.119 1.322 -2.043 -0.83
S 36.636 39.315 52.639 0.898 -0.652 -0.204 1.28
O 36.707 37.914 53.216 -0.296 1.082 -0.319 -1.03
C 36.096 39.135 50.961 0.194 -3.326 -2.459 -0.90
H 35.334 41.204 52.577 -0.002 -1.016 0.647 0.25
H 35.269 40.482 54.173 -0.225 -0.036 1.371 0.25
H 34.317 39.786 52.765 -0.517 -0.359 0.469 0.24
H 36.124 39.962 50.287 -0.465 1.338 0.322 0.26
H 35.186 38.466 50.759 0.787 1.293 0.987 0.26
H 36.854 38.514 50.388 -0.242 0.352 1.204 0.25
C 40.149 35.316 52.312 2.862 -0.203 -1.762 -0.90
S 39.014 35.100 53.545 -0.591 0.274 1.970 1.29
O 37.639 34.894 52.933 0.831 -0.321 0.101 -1.03
C 39.669 33.473 54.054 -2.447 -0.965 -1.653 -0.82
H 41.205 35.110 52.630 -1.101 -0.006 0.068 0.26
H 40.214 36.184 51.716 -0.477 1.982 0.308 0.26
H 39.896 34.672 51.516 -0.189 -1.705 -0.746 0.24
H 39.666 32.721 53.200 -0.412 1.047 0.880 0.24
H 38.892 33.261 54.780 0.017 -0.819 0.193 0.23
H 40.608 33.362 54.509 1.369 0.828 0.692 0.25


37
Properties=species:S:1:pos:R:3:forces:R:3:nbo_charge:R:1 method="wB97M-V/def2-TZVPD" charge=0 multiplicity=1 smiles=COC[C@H](C)N.COC[C@H](C)N.O energy_ha=-654.3448 homo_ev=-9.014 orbital_gap_ev=9.83 e_lumo_ev=0.82 relative_energy_kj_mol=144.29
C -3.536 -1.890 -3.274 0.496 -0.409 -0.995 -0.25
O -2.587 -0.940 -3.740 -0.820 1.477 0.079 -0.54
C -3.018 -0.268 -4.919 1.459 -0.014 -0.925 -0.07
C -1.968 0.732 -5.472 0.352 1.241 1.623 -0.05
C -1.738 1.920 -4.468 -0.045 -1.727 0.541 -0.61
N -2.480 1.324 -6.648 -1.330 0.808 -1.525 -0.85
H -3.243 -2.186 -2.267 -0.004 -0.188 -0.250 0.19
H -3.478 -2.678 -4.025 -0.013 -0.850 0.447 0.17
H -4.594 -1.629 -3.296 0.007 0.888 0.206 0.17
H -3.113 -0.987 -5.733 -0.288 -0.551 -0.110 0.15
H -3.966 0.270 -4.881 -0.174 0.017 0.674 0.18
H -1.000 0.287 -5.701 0.104 -0.669 0.533 0.16
H -1.106 1.485 -3.693 0.185 0.370 0.255 0.21
H -2.683 2.159 -3.980 -0.088 0.196 -0.174 0.21
H -1.281 2.835 -4.845 0.007 -0.281 -0.367 0.21
H -2.876 0.716 -7.351 0.224 -0.224 0.035 0.36
H -1.827 1.964 -7.076 -0.080 -0.085 -0.007 0.37
C 4.463 1.356 6.089 -0.759 -0.266 -0.598 -0.26
O 4.499 0.669 4.803 -0.067 0.375 1.156 -0.56
C 3.777 -0.585 4.708 0.668 0.942 1.093 -0.07
C 2.278 -0.401 4.291 2.173 -1.536 1.832 -0.08
C 1.589 -1.730 4.519 -0.709 -0.489 -0.515 -0.62
N 2.247 -0.150 2.893 -0.318 1.138 -0.781 -0.81
H 3.486 1.278 6.565 -0.494 0.292 -0.413 0.16
H 4.721 2.401 5.911 -0.181 -0.108 -0.150 0.20
H 5.087 1.020 6.917 0.838 -0.736 -0.577 0.17
H 4.395 -1.129 3.993 -0.514 -0.295 -0.364 0.18
H 3.901 -1.104 5.658 -0.271 -0.139 0.256 0.16
H 1.945 0.419 4.927 -0.564 0.115 -0.357 0.20
H 1.643 -2.263 5.469 0.253 0.573 0.233 0.22
H 2.035 -2.392 3.777 0.074 -0.372 0.035 0.19
H 0.540 -1.685 4.228 -0.103 0.161 0.091 0.22
H 2.595 -0.988 2.450 -0.038 -0.142 -0.313 0.34
H 2.983 0.531 2.767 -0.007 0.480 -0.636 0.36
O -2.841 0.776 0.619 -0.209 0.103 0.102 -0.94
H -2.744 0.496 -0.291 0.018 -0.034 -0.292 0.47
H -2.106 0.367 1.076 0.217 -0.066 0.158 0.47


56
Properties=species:S:1:pos:R:3:forces:R:3:nbo_charge:R:1 method="wB97M-V/def2-TZVPD" charge=0 multiplicity=1 smiles="C[N+](=O)[O-].C[N+](=O)[O-].C[N+](=O)[O-].C[N+](=O)[O-].C[N+](=O)[O-].C[N+](=O)[O-].C[N+](=O)[O-].C[N+](=O)[O-]" energy_ha=-1960.3158 homo_ev=-10.925 orbital_gap_ev=10.72 e_lumo_ev=-0.21 relative_energy_kj_mol=72.46
C -2.418 -2.273 -4.286 2.092 1.111 -0.045 -0.48
N -1.717 -1.047 -4.829 0.098 0.913 0.037 0.54
O -0.784 -0.585 -4.170 -1.032 -0.535 -0.667 -0.39
O -2.123 -0.561 -5.878 0.265 -0.455 0.776 -0.38
H -1.671 -2.654 -3.634 0.726 -1.047 0.223 0.25
H -2.694 -2.878 -5.107 -0.468 -0.566 -0.555 0.23
H -3.158 -1.973 -3.608 -1.584 0.720 0.368 0.24
C -1.601 2.934 -3.835 -0.714 1.728 0.588 -0.49
N -2.375 2.468 -2.614 -1.248 -0.193 -0.812 0.53
O -2.590 3.211 -1.655 0.740 -0.869 -1.166 -0.39
O -2.815 1.331 -2.736 0.114 0.498 0.793 -0.39
H -2.116 3.865 -4.246 0.800 -1.136 0.869 0.24
H -1.623 2.161 -4.593 0.189 -0.241 0.317 0.25
H -0.630 3.161 -3.389 0.078 0.136 -0.687 0.25
C 1.574 -2.944 -0.983 -0.858 -1.004 0.048 -0.48
N 1.366 -3.990 -2.050 -0.661 -1.151 -0.089 0.53
O 1.949 -5.077 -1.916 -0.641 1.767 -0.141 -0.39
O 0.592 -3.732 -2.967 0.858 -0.131 0.755 -0.38
H 2.487 -2.489 -1.226 1.366 0.511 0.036 0.23
H 1.549 -3.436 -0.016 0.490 -0.203 -0.106 0.22
H 0.795 -2.211 -0.978 -0.537 0.190 -0.574 0.25
C 0.489 4.172 0.553 0.391 0.689 0.060 -0.51
N 1.085 3.733 -0.772 -2.101 -0.437 3.891 0.57
O 0.612 4.221 -1.722 -0.700 1.567 -3.344 -0.37
O 1.843 2.822 -0.716 2.039 -1.637 -0.627 -0.41
H 0.833 5.218 0.623 -0.502 -0.381 0.273 0.23
H 0.956 3.556 1.328 -0.371 0.182 -0.179 0.24
H -0.626 4.099 0.508 1.104 0.040 -0.134 0.25
C -1.265 0.425 -0.215 -0.778 -0.566 -0.266 -0.49
N -1.970 -0.890 -0.261 0.810 0.085 -0.564 0.55
O -2.988 -0.936 0.365 -1.135 -0.670 0.461 -0.37
O -1.454 -1.837 -0.856 -0.404 0.748 0.393 -0.42
H -1.983 1.143 0.171 0.278 -0.085 0.216 0.24
H -1.026 0.657 -1.229 0.593 0.089 -0.550 0.23
H -0.423 0.201 0.406 0.641 0.433 0.342 0.26
C 3.467 1.128 1.328 0.683 0.573 0.820 -0.50
N 2.164 0.472 1.427 -0.223 -0.622 -1.164 0.55
O 1.282 1.113 1.935 -0.677 -0.011 0.707 -0.38
O 1.994 -0.564 0.785 0.089 0.383 0.796 -0.42
H 4.229 0.376 1.137 -0.119 0.168 -0.370 0.23
H 3.714 1.667 2.275 -0.521 -0.432 -0.817 0.25
H 3.220 1.819 0.510 0.910 -0.122 0.200 0.27
C 1.737 -0.255 5.667 -0.174 1.047 0.270 -0.49
N 2.531 0.916 5.152 1.211 -0.845 -1.405 0.54
O 2.090 2.025 5.157 -0.713 0.661 0.509 -0.34
O 3.614 0.627 4.619 -0.779 -0.006 0.572 -0.43
H 1.242 0.062 6.600 -0.187 -0.056 -0.746 0.23
H 2.509 -0.944 5.923 0.165 -0.906 -0.120 0.23
H 1.064 -0.560 4.836 0.382 0.138 0.787 0.26
C -1.401 -3.021 2.351 -0.685 0.088 -2.208 -0.50
N -1.677 -1.994 3.329 -1.129 0.771 0.100 0.53
O -0.900 -1.040 3.369 -0.728 -0.621 0.647 -0.41
O -2.767 -2.102 3.879 1.214 0.667 0.349 -0.36
H -2.139 -2.726 1.511 1.281 -0.774 1.132 0.27
H -1.676 -4.010 2.724 0.293 0.308 -0.003 0.24
H -0.374 -2.855 2.019 -0.225 -0.510 0.006 0.23